{
  "formula": "C6H27NO7",
  "method": "ωB97M-V with the def2-TZVPD basis set",
  "symbols": ["C", "N", "C", "C", "O", "C", "C", "C", "H", "H", "H", "H", "H", "H", "H", "H", "H", "H", "H", "H", "H", "H", "H", "H", "H", "O", "H", "H", "O", "H", "H", "O", "H", "H", "O", "H", "H", "O", "H", "H", "O"],
  "coordinates": [[0.824, 1.350, 0.216], [-0.477, 0.822, 0.616], [-1.341, 2.038, 1.041], [-2.412, 2.308, 0.060], [-1.652, 3.198, -0.804], [0.726, 1.795, -1.319], [2.365, 0.227, -2.207], [0.983, 0.686, -2.361], [1.569, 0.542, 0.245], [1.271, 2.157, 0.829], [-0.975, 0.309, -0.075], [-0.735, 2.943, 1.112], [-1.684, 1.755, 2.119], [-3.327, 2.873, 0.481], [-2.830, 1.384, -0.321], [-2.169, 3.642, -1.417], [-0.346, 2.232, -1.531], [1.280, 2.682, -1.590], [2.878, 0.183, -3.236], [2.298, -0.768, -1.813], [2.913, 0.838, -1.600], [0.832, 1.165, -3.328], [0.155, -0.170, -2.263], [2.449, -1.231, 2.266], [3.452, -1.085, 3.404], [2.988, -0.541, 2.740], [-2.576, -3.496, 0.263], [-1.114, -3.793, -0.134], [-2.048, -4.003, -0.330], [-2.401, -1.529, 1.206], [-1.246, -1.689, 2.212], [-2.086, -1.786, 2.029], [1.065, -2.392, 0.880], [2.115, -2.330, -0.380], [1.230, -2.650, -0.011], [0.353, -0.997, 1.381], [0.722, -0.484, 2.722], [0.561, -1.348, 2.359], [-1.653, -2.187, -1.374], [-0.483, -1.368, -1.001], [-1.472, -1.283, -1.086]],
  "lowdin_charge": [-0.198, -0.059, -0.178, -0.210, -0.094, -0.187, -0.130, -0.277, 0.083, 0.125, 0.032, 0.112, 0.142, 0.143, 0.110, 0.058, 0.112, 0.098, 0.112, 0.041, 0.043, 0.099, 0.125, 0.018, 0.053, -0.092, 0.007, 0.036, -0.044, -0.013, -0.106, 0.038, -0.028, 0.091, -0.050, 0.084, 0.051, -0.117, 0.034, 0.027, -0.089],
  "spin_multiplicity": 1,
  "homo_lumo_gap_ha": 0.34206,
  "smiles": "CCCCNCCO.O.O.O.O.O.O",
  "fmax_ev_per_a": 7.68,
  "e_lumo_ev": 0.38,
  "e_tot_ev": -22479.5745,
  "e_above_lowest_kj_mol": 393.1
}

***

{
  "formula": "C6H27NO9",
  "method": "ωB97M-V with the def2-TZVPD basis set",
  "symbols": ["O", "C", "C", "C", "C", "C", "N", "C", "H", "H", "H", "H", "H", "H", "H", "H", "H", "H", "H", "H", "H", "O", "H", "H", "O", "H", "H", "O", "H", "H", "O", "H", "H", "O", "H", "H", "O", "H", "H", "O", "H", "H", "O"],
  "coordinates": [[-2.645, 1.587, -4.107], [-2.013, 0.570, -3.896], [-0.610, 0.649, -3.414], [-0.810, 0.291, -1.900], [0.553, 0.011, -1.231], [0.483, -0.436, 0.027], [1.513, -0.768, 0.885], [1.825, 0.330, -1.945], [-2.489, -0.384, -4.147], [-0.341, 1.693, -3.661], [0.036, 0.100, -4.108], [-1.250, 1.256, -1.595], [-1.568, -0.484, -1.751], [-0.462, -0.605, 0.523], [2.436, -0.668, 0.507], [1.472, -1.347, 1.695], [1.666, 1.320, -2.345], [1.951, -0.324, -2.823], [2.818, 0.343, -1.500], [-1.840, -2.483, 2.275], [-3.388, -2.384, 2.504], [-2.690, -2.918, 2.114], [-0.958, -4.010, 0.596], [0.253, -3.052, 0.165], [-0.690, -3.112, 0.353], [-2.622, -1.287, 0.730], [-4.064, -1.156, 0.305], [-3.290, -0.609, 0.493], [0.835, 3.511, 2.556], [0.912, 2.250, 3.221], [1.546, 2.955, 2.900], [3.299, -2.475, -0.395], [2.279, -1.996, -1.421], [2.825, -2.749, -1.185], [-1.272, 4.160, 0.450], [-0.076, 3.192, -0.120], [-0.548, 3.563, 0.623], [-1.372, 1.612, 3.578], [-0.281, 0.796, 2.886], [-0.442, 1.371, 3.644], [3.013, 0.143, 3.481], [2.744, 1.180, 2.456], [3.258, 0.362, 2.575]],
  "lowdin_charge": [0.040, -0.298, -0.179, -0.122, -0.286, -0.202, 0.061, -0.072, 0.126, 0.124, 0.117, 0.118, 0.110, 0.094, 0.058, 0.086, 0.074, 0.085, 0.085, 0.032, 0.046, -0.069, 0.059, 0.028, -0.061, -0.005, 0.044, -0.076, 0.010, -0.010, -0.101, 0.032, -0.013, -0.042, 0.041, 0.033, -0.038, 0.075, 0.047, -0.031, 0.041, 0.011, -0.072],
  "spin_multiplicity": 1,
  "homo_lumo_gap_ha": 0.29149,
  "smiles": "C/C(=C\\N)CCC=O.O.O.O.O.O.O.O.O",
  "fmax_ev_per_a": 2.70,
  "e_lumo_ev": -0.05,
  "e_tot_ev": -26575.9210,
  "e_above_lowest_kj_mol": 227.4
}

***

{
  "formula": "C6H27O8",
  "method": "ωB97M-V with the def2-TZVPD basis set",
  "symbols": ["C", "O", "C", "C", "C", "C", "C", "H", "H", "H", "H", "H", "H", "H", "H", "H", "H", "H", "H", "H", "H", "H", "O", "H", "H", "O", "H", "H", "O", "H", "H", "O", "H", "H", "O", "H", "H", "O", "H", "H", "O"],
  "coordinates": [[1.442, -2.899, -0.658], [1.080, -3.677, 0.473], [2.064, -1.566, -0.215], [2.508, -0.681, -1.383], [2.315, 0.815, -1.156], [0.915, 1.367, -1.539], [0.637, 1.382, -3.052], [0.558, -2.678, -1.259], [2.193, -3.451, -1.231], [2.858, -1.697, 0.522], [1.296, -1.084, 0.388], [3.569, -0.907, -1.532], [2.011, -1.010, -2.305], [2.257, 0.982, -0.072], [3.145, 1.371, -1.562], [0.888, 2.363, -1.102], [0.262, 0.674, -1.015], [0.410, 2.382, -3.392], [1.468, 1.037, -3.666], [-0.250, 0.783, -3.237], [0.955, 1.671, 2.135], [-0.333, 0.891, 2.018], [0.318, 1.468, 1.444], [-1.297, 0.170, 3.876], [-0.380, -1.082, 2.668], [-1.239, 0.113, 2.921], [-3.203, 0.793, -0.140], [-1.714, 1.129, -0.307], [-2.580, 1.214, -0.718], [-1.646, -0.627, -1.865], [-0.842, -1.049, -3.054], [-1.618, -1.306, -2.546], [1.124, -3.088, 1.229], [0.105, -2.613, 2.649], [0.456, -1.719, 2.621], [-3.044, 2.049, 1.510], [-2.781, 0.689, 2.279], [-3.464, 1.251, 1.841], [-0.929, 2.696, 1.091], [-1.551, 3.158, -0.271], [-1.505, 3.369, 0.661]],
  "lowdin_charge": [-0.260, -0.083, -0.200, -0.210, -0.217, -0.245, -0.091, 0.102, 0.110, 0.121, 0.087, 0.103, 0.102, 0.091, 0.097, 0.100, 0.075, 0.061, 0.069, 0.040, 0.052, -0.002, -0.127, -0.008, -0.010, -0.340, 0.020, 0.006, -0.053, -0.003, 0.007, -0.059, 0.022, 0.009, -0.154, -0.005, -0.007, -0.111, -0.005, 0.009, -0.094],
  "spin_multiplicity": 1,
  "homo_lumo_gap_ha": 0.34287,
  "fmax_ev_per_a": 2.01,
  "e_lumo_ev": 3.16,
  "e_tot_ev": -23042.1858,
  "total_charge": -1,
  "e_above_lowest_kj_mol": 20.0
}

***

{
  "formula": "C6H28BrN4O10",
  "method": "ωB97M-V with the def2-TZVPD basis set",
  "symbols": ["Br", "C", "O", "N", "N", "H", "H", "H", "H", "C", "O", "N", "N", "H", "H", "H", "H", "C", "C", "O", "O", "H", "H", "H", "H", "H", "H", "C", "C", "O", "O", "H", "H", "H", "H", "H", "H", "O", "H", "H", "O", "H", "H", "O", "H", "H", "O", "H", "H"],
  "coordinates": [[0.306, -1.080, 0.553], [2.575, 0.811, -3.159], [3.635, 1.174, -3.673], [1.681, 0.033, -3.861], [2.262, 1.031, -1.856], [1.744, 0.161, -4.852], [0.844, -0.228, -3.362], [2.855, 1.678, -1.369], [1.479, 0.635, -1.358], [1.769, 0.841, 4.291], [1.870, 1.153, 5.481], [0.628, 0.958, 3.558], [2.783, 0.185, 3.626], [-0.194, 1.415, 3.898], [0.494, 0.418, 2.718], [3.671, 0.073, 4.066], [2.543, -0.290, 2.774], [-1.797, -1.442, -2.781], [-1.985, -1.339, -4.293], [-2.968, -0.383, -4.630], [-1.153, -0.249, -2.328], [-1.140, -2.297, -2.568], [-2.715, -1.573, -2.200], [-2.258, -2.339, -4.654], [-1.036, -1.063, -4.748], [-3.842, -0.772, -4.568], [-0.932, -0.385, -1.393], [-1.283, 3.469, 1.383], [-0.260, 2.985, 0.407], [-0.602, 3.410, -0.920], [-2.495, 2.676, 1.182], [-1.596, 4.514, 1.232], [-0.937, 3.623, 2.417], [-0.007, 1.926, 0.455], [0.668, 3.511, 0.661], [-1.275, 2.778, -1.207], [-3.131, 3.105, 1.774], [1.924, -3.218, 3.191], [1.855, -2.731, 2.358], [1.008, -3.319, 3.477], [-0.872, -3.682, 2.242], [-1.815, -3.536, 2.372], [-0.561, -2.871, 1.784], [-2.478, 0.121, 2.328], [-1.773, -0.177, 1.734], [-2.581, 1.069, 2.101], [2.091, -3.625, -0.762], [1.446, -4.338, -0.811], [1.555, -2.815, -0.711]],
  "lowdin_charge": [0.216, -0.674, -0.014, 0.151, 0.166, 0.094, 0.056, 0.102, 0.012, -0.666, -0.016, 0.155, 0.151, 0.090, -0.024, 0.094, 0.056, -0.243, -0.249, -0.058, -0.144, 0.114, 0.120, 0.116, 0.110, 0.081, -0.071, -0.219, -0.248, -0.063, -0.092, 0.118, 0.115, 0.071, 0.124, 0.082, 0.096, -0.088, -0.033, 0.010, -0.119, 0.032, -0.117, -0.115, -0.087, -0.009, -0.110, 0.024, -0.099],
  "spin_multiplicity": 1,
  "homo_lumo_gap_ha": 0.34548,
  "fmax_ev_per_a": 1.84,
  "e_lumo_ev": 2.37,
  "e_tot_ev": -103159.4687,
  "total_charge": -1
}

***

{
  "formula": "C6H28N2O6",
  "method": "ωB97M-V with the def2-TZVPD basis set",
  "symbols": ["C", "N", "C", "N", "C", "C", "C", "C", "H", "H", "H", "H", "H", "H", "H", "H", "H", "H", "H", "H", "H", "H", "H", "H", "H", "H", "O", "H", "H", "O", "H", "H", "O", "H", "H", "O", "H", "H", "O", "H", "H", "O"],
  "coordinates": [[-0.935, -0.473, 2.259], [-0.503, 0.856, 2.770], [0.946, 1.210, 2.346], [1.073, 1.438, 0.895], [-2.156, -0.458, 1.333], [-1.884, -0.627, -0.185], [-1.798, -2.116, -0.374], [-2.809, 0.050, -1.199], [-0.964, -1.208, 3.081], [-0.009, -0.898, 1.712], [-1.129, 1.508, 2.300], [1.555, 0.426, 2.724], [0.967, 2.160, 2.940], [1.004, 2.440, 0.717], [0.459, 0.847, 0.383], [-2.854, 0.372, 1.623], [-2.770, -1.307, 1.767], [-0.880, -0.091, -0.348], [-1.044, -2.639, 0.180], [-2.771, -2.641, -0.109], [-1.748, -2.462, -1.472], [-3.289, 0.903, -0.772], [-3.606, -0.566, -1.654], [-2.138, 0.464, -2.003], [-1.477, 4.322, -0.358], [-0.375, 5.226, -0.214], [-0.577, 4.306, 0.002], [3.539, 0.590, 1.062], [4.438, 0.043, -0.004], [4.208, -0.081, 0.926], [1.590, -4.048, -1.563], [1.916, -2.630, -0.909], [1.339, -3.139, -1.474], [1.867, 2.436, -2.658], [1.485, 2.706, -4.172], [1.370, 2.138, -3.417], [3.177, -1.459, 1.247], [2.210, -2.499, 1.943], [2.743, -2.319, 1.179], [-0.035, -0.124, -3.700], [0.057, -1.593, -3.018], [-0.191, -1.063, -3.783]],
  "lowdin_charge": [-0.257, -0.074, -0.252, 0.029, -0.188, -0.428, -0.110, -0.069, 0.104, 0.111, 0.077, 0.079, 0.120, 0.050, 0.018, 0.118, 0.117, 0.119, 0.058, 0.098, 0.099, 0.050, 0.086, 0.083, 0.042, 0.040, -0.063, 0.018, 0.069, -0.042, 0.032, 0.002, -0.041, 0.028, 0.031, -0.040, -0.024, 0.024, -0.057, 0.003, 0.003, -0.061],
  "spin_multiplicity": 1,
  "homo_lumo_gap_ha": 0.32104,
  "smiles": "CC(C)CCNCN.O.O.O.O.O.O",
  "fmax_ev_per_a": 4.39,
  "e_lumo_ev": 0.13,
  "e_tot_ev": -21940.1773,
  "e_above_lowest_kj_mol": 263.4
}

***

{
  "formula": "C6H28O8",
  "method": "ωB97M-V with the def2-TZVPD basis set",
  "symbols": ["O", "H", "H", "O", "H", "H", "O", "H", "H", "O", "H", "H", "O", "H", "H", "O", "H", "H", "C", "C", "C", "O", "H", "H", "H", "H", "H", "H", "H", "H", "C", "C", "C", "O", "H", "H", "H", "H", "H", "H", "H", "H"],
  "coordinates": [[-2.304, 3.043, 1.737], [-1.649, 3.723, 1.904], [-1.812, 2.333, 1.300], [-0.205, 0.443, 3.550], [-0.377, 0.551, 2.610], [0.556, 1.005, 3.716], [-0.166, 2.496, -1.816], [-0.892, 3.021, -1.463], [0.336, 3.112, -2.359], [1.722, 2.711, 2.205], [1.517, 2.086, 1.503], [2.677, 2.807, 2.173], [-0.573, 1.161, 0.771], [-0.311, 1.320, -0.142], [-1.098, 0.344, 0.738], [0.934, 0.328, -3.214], [0.577, 1.087, -2.735], [1.885, 0.390, -3.098], [-3.067, 0.099, -1.377], [-2.685, -1.222, -0.790], [-1.467, -1.882, -1.373], [-2.442, -0.913, 0.594], [-3.748, 0.595, -0.683], [-3.607, 0.036, -2.322], [-2.163, 0.701, -1.451], [-3.444, -2.005, -0.860], [-1.767, -2.545, -2.187], [-0.982, -2.638, -0.749], [-0.649, -1.211, -1.636], [-3.329, -0.687, 0.892], [2.345, -2.460, -0.736], [2.223, -1.312, 0.318], [2.219, -1.663, 1.797], [3.258, -0.351, 0.103], [3.395, -2.692, -0.926], [1.883, -2.191, -1.685], [2.005, -3.391, -0.281], [1.275, -0.799, 0.128], [1.925, -0.874, 2.492], [3.215, -1.951, 2.138], [1.476, -2.417, 2.059], [3.312, -0.186, -0.841]],
  "lowdin_charge": [-0.073, 0.028, -0.030, -0.056, -0.020, 0.019, -0.044, 0.074, 0.074, -0.048, 0.006, 0.040, -0.069, 0.024, 0.032, -0.052, -0.023, 0.030, -0.037, -0.473, -0.048, -0.067, 0.089, 0.092, 0.063, 0.139, 0.089, 0.085, 0.059, 0.103, -0.039, -0.471, -0.046, -0.061, 0.076, 0.063, 0.074, 0.100, 0.060, 0.083, 0.085, 0.070],
  "spin_multiplicity": 1,
  "homo_lumo_gap_ha": 0.36941,
  "smiles": "CC(C)O.CC(C)O.O.O.O.O.O.O",
  "fmax_ev_per_a": 1.65,
  "e_lumo_ev": -0.12,
  "e_tot_ev": -23056.0654,
  "e_above_lowest_kj_mol": 144.9
}

***

- What is the formula in the second record?
  C6H27NO9